Below is a molecular structure, C17H24N5O6Ru, with properties calculated with ωB97M-V/def2-TZVPD.

The calculation puts the max |F| at 0.010 hartree/bohr. The multiplicity is 6. As for the highest occupied orbital energy (alpha / beta): -0.553 / -0.558 Ha. Its total charge is +2. As for the total energy: -1481.861211 hartree. Its expectation value of S² is 8.757. The frontier orbital gap (alpha / beta) comes out at 8.820 / 7.554 eV.

Last column: Mulliken charge in e.
Atoms and positions in Å:
1 Ru -0.4166 0.6447 0.0372  0.3556
2 O -0.9465 2.8942 3.7891  -0.4293
3 C -0.5675 2.0710 2.8501  0.0755
4 O -1.3168 1.3316 2.2266  -0.4141
5 C 0.9037 2.0387 2.5906  0.4937
6 C 1.8880 2.6347 3.3548  -0.6944
7 C 3.2170 2.3990 2.9992  -0.3731
8 C 3.5150 1.5814 1.9197  -0.8575
9 C 2.4571 1.0593 1.1883  0.6443
10 N 1.1969 1.2929 1.5256  0.5314
11 C 2.5254 0.1205 0.0043  0.3281
12 O 3.4131 -0.7141 -0.0790  -0.7690
13 O 1.5138 0.2140 -0.7906  -0.5863
14 H -1.9137 2.8648 3.9029  0.4163
15 H 1.6296 3.2518 4.2027  0.5856
16 H 4.0147 2.8463 3.5755  0.4804
17 H 4.5333 1.3552 1.6382  0.5364
18 N 2.2239 -3.2264 -0.4784  0.1177
19 C 0.7987 -2.7207 -0.3770  1.6874
20 C 0.0625 -3.2728 0.8290  -1.4522
21 C -1.3405 -2.6658 0.9133  0.1878
22 N -1.2965 -1.2186 1.2743  -0.4377
23 C -2.1019 -2.8709 -0.3910  -1.6621
24 C -1.3477 -2.3744 -1.6188  0.0365
25 N -1.3055 -0.8969 -1.6260  -0.3060
26 C 0.0601 -2.9599 -1.6810  -1.6323
27 H 2.5121 -3.7507 0.3517  0.4167
28 H 2.8492 -2.3871 -0.5542  0.3895
29 H 2.3629 -3.8347 -1.2888  0.4405
30 H 0.9247 -1.6477 -0.2557  -0.9972
31 H 0.6177 -3.0794 1.7507  0.5775
32 H -0.0602 -4.3572 0.7466  0.3927
33 H -1.8722 -3.1892 1.7143  0.3449
34 H -0.8737 -1.1098 2.1965  0.3049
35 H -2.2590 -0.9027 1.4092  0.3464
36 H -3.0830 -2.3935 -0.3355  0.5133
37 H -2.2976 -3.9386 -0.5052  0.4353
38 H -1.8800 -2.7114 -2.5154  0.3947
39 H -2.2685 -0.5627 -1.6859  0.3445
40 H -0.9011 -0.5502 -2.5025  0.3093
41 H 0.6085 -2.5208 -2.5167  0.5507
42 H -0.0293 -4.0344 -1.8703  0.5034
43 O -1.3920 1.0507 -3.7979  -0.6110
44 C -1.3892 1.9684 -3.0216  0.3223
45 C -1.6485 3.4394 -3.3057  -0.5316
46 C -1.5080 4.1426 -1.9486  -0.4995
47 C -1.1337 3.0116 -1.0439  0.5125
48 O -0.8212 3.0112 0.1655  -0.4396
49 N -1.1273 1.8250 -1.6525  -0.1047
50 H -2.6346 3.5487 -3.7566  0.3087
51 H -0.9193 3.7805 -4.0407  0.2967
52 H -2.4351 4.5959 -1.5941  0.2856
53 H -0.7412 4.9167 -1.9224  0.3310